C21H31N3O4S | the ωB97M-V functional and the def2-TZVPD basis

Last column: natural (NBO) charge in e.
Positions of all 60 atoms, in Å:
C (-1.3886, -2.9653, -0.7981)  -0.611
C (-1.5141, -3.3205, 0.6779)  -0.399
C (-2.9531, -3.1673, 1.1751)  -0.226
N (-3.3922, -1.7924, 1.1288)  -0.628
C (-4.3106, -1.3492, 0.2594)  0.673
O (-4.9412, -2.0547, -0.5020)  -0.645
C (-4.5185, 0.1815, 0.3421)  -0.136
C (-5.7022, 0.6205, -0.5120)  -0.408
C (-5.0595, 0.7988, -1.8840)  -0.413
C (-3.7103, 1.4314, -1.5499)  -0.215
N (-3.3781, 0.8903, -0.2420)  -0.422
C (-2.2634, 1.1157, 0.4752)  0.717
O (-2.1374, 0.6382, 1.5992)  -0.690
C (-1.1820, 1.9504, -0.1958)  -0.317
C (-0.2792, 1.0464, -1.0526)  -0.414
C (0.6096, 0.1706, -0.1686)  -0.239
N (1.3972, 0.9449, 0.7618)  -0.677
S (2.7477, 1.6719, 0.0805)  2.315
O (2.4857, 2.2375, -1.2191)  -0.957
O (3.3148, 2.5318, 1.0770)  -0.939
C (3.7868, 0.2323, -0.1277)  -0.368
C (4.1602, -0.4775, 0.9980)  -0.104
C (4.9545, -1.5995, 0.8570)  -0.235
C (5.3787, -2.0175, -0.4032)  0.015
C (6.2385, -3.2363, -0.5359)  -0.631
C (4.9923, -1.2866, -1.5201)  -0.223
C (4.1963, -0.1609, -1.3855)  -0.170
C (0.5922, 1.7878, 1.6211)  -0.245
C (-0.3207, 2.7154, 0.8198)  -0.401
H (-2.0066, -3.6276, -1.3996)  0.212
H (-0.3563, -3.0527, -1.1290)  0.209
H (-1.7201, -1.9440, -0.9720)  0.199
H (-0.8624, -2.6746, 1.2720)  0.193
H (-1.1984, -4.3529, 0.8373)  0.206
H (-3.0304, -3.5276, 2.2062)  0.195
H (-3.6357, -3.7412, 0.5438)  0.226
H (-2.8611, -1.1012, 1.6531)  0.434
H (-4.6115, 0.4610, 1.3969)  0.233
H (-6.4794, -0.1399, -0.5204)  0.247
H (-6.1129, 1.5618, -0.1457)  0.206
H (-5.6489, 1.4196, -2.5550)  0.219
H (-4.9159, -0.1811, -2.3381)  0.229
H (-2.9453, 1.1849, -2.2887)  0.208
H (-3.8039, 2.5231, -1.4915)  0.191
H (-1.6653, 2.6836, -0.8483)  0.224
H (-0.8746, 0.4081, -1.7089)  0.209
H (0.3658, 1.6774, -1.6656)  0.247
H (1.3032, -0.4068, -0.7848)  0.219
H (-0.0016, -0.5211, 0.4186)  0.214
H (3.8254, -0.1346, 1.9636)  0.227
H (5.2541, -2.1617, 1.7294)  0.215
H (7.1590, -3.1122, 0.0322)  0.225
H (6.4934, -3.4246, -1.5752)  0.217
H (5.7207, -4.1088, -0.1400)  0.224
H (5.3168, -1.5981, -2.5022)  0.215
H (3.8885, 0.4233, -2.2387)  0.242
H (1.2861, 2.3713, 2.2267)  0.235
H (-0.0046, 1.1382, 2.2655)  0.234
H (-0.9617, 3.2699, 1.5072)  0.219
H (0.3035, 3.4241, 0.2706)  0.218

Computed properties:
Relative energy (zero: lowest compared OMol25 entry of this formula, charge and spin), eV: 0.284
Largest force on an atom, eV Å⁻¹: 1.12
Multiplicity: 1
Structure (SMILES): CCCNC(=O)[C@@H]1CCCN1C(=O)C1CCN(S(=O)(=O)c2ccc(C)cc2)CC1